[1]
Below is a 2-piece molecular cluster, C10H16 overall at a distorted geometry, with properties calculated with wB97M-V/def2-TZVPD.

Computed properties:
SMILES: CCc1ccccc1.CC
energy above the lowest of the compared OMol25 structures with the same formula, charge and spin: 71.3 kcal per mole
2S+1: 1

Positions of all 26 atoms, in Å:
1 C 2.35624 0.89782 -2.23610
2 C 2.01323 -0.60218 -2.66159
3 H 3.27025 0.92133 -1.67478
4 H 2.39182 1.55157 -3.04759
5 H 1.47083 1.10110 -1.65761
6 H 2.96039 -1.11750 -2.44691
7 H 1.37536 -0.67750 -3.48579
8 H 1.69542 -1.14810 -1.80790
9 C 0.47862 0.22481 1.95008
10 C 0.15153 -0.01034 3.35468
11 C -0.63694 0.04031 0.95088
12 C -1.63539 0.95359 0.91103
13 C -0.52768 -1.01481 0.00925
14 C -2.74187 0.73208 0.00791
15 C -1.59070 -1.15453 -0.87157
16 C -2.72370 -0.18329 -0.93117
17 H 0.86103 1.37360 1.78796
18 H 1.32563 -0.35003 1.54410
19 H -0.03716 1.00483 3.87177
20 H -1.89664 1.60879 1.67153
21 H 0.25364 -1.85003 0.17305
22 H -3.66428 1.29249 0.32626
23 H -1.89625 -2.08686 -1.41217
24 H -3.46997 -0.49745 -1.61421
25 H 1.01220 -0.29950 3.93028
26 H -0.79561 -0.71022 3.35860

Löwdin population analysis, charges in e, atoms 1 to 5: -0.12 -0.13 0.05 0.03 0.04

***

[2]
Below is a 2-piece molecular cluster, C18H16N2O2 overall at a distorted geometry, with properties calculated with wB97M-V/def2-TZVPD.

Computed properties:
energy above the lowest of the compared OMol25 structures with the same formula, charge and spin: 54.7 kcal per mole
2S+1: 1

Positions of all 38 atoms, in Å:
1 C -0.42608 -4.84993 -0.00104
2 C -1.94459 -4.84566 -0.00191
3 C -2.29634 -3.38417 -0.01189
4 O -3.43947 -2.98365 -0.01429
5 N -1.17835 -2.61276 -0.01778
6 C -0.06450 -3.39081 -0.01070
7 O 1.08188 -3.00278 -0.01228
8 H -0.00261 -5.33251 0.88495
9 H -0.00176 -5.34451 -0.88009
10 H -2.37000 -5.33876 -0.88125
11 H -2.37110 -5.32668 0.88348
12 C 2.54711 3.16858 -0.05135
13 N 1.32908 2.35487 0.01464
14 C 0.77075 1.94515 -1.21046
15 C 1.31393 2.29983 -2.44992
16 C 0.75243 1.87329 -3.63359
17 C -0.37785 1.06684 -3.62554
18 C -0.94049 0.69191 -2.43460
19 C -0.38773 1.12140 -1.20844
20 C -0.95280 0.73444 0.00896
21 C -0.40562 1.13351 1.23123
22 C 0.75474 1.95841 1.24339
23 C 1.26743 2.31722 2.49480
24 C 0.68247 1.89843 3.67369
25 C -0.44533 1.09155 3.65493
26 C -0.97966 0.71185 2.45318
27 H 2.93277 3.44432 0.92319
28 H 3.32443 2.61702 -0.57366
29 H 2.35080 4.08386 -0.60378
30 H 2.19596 2.91068 -2.48861
31 H 1.19287 2.15985 -4.57574
32 H -0.80552 0.73530 -4.55864
33 H -1.80646 0.05169 -2.42751
34 H -1.81927 0.09902 0.00651
35 H 2.14918 2.92460 2.55958
36 H 1.10299 2.18941 4.62425
37 H -0.89046 0.76036 4.58162
38 H -1.84283 0.06885 2.43467

Löwdin population analysis, charges in e, atoms 1 to 5: -0.12 -0.12 -0.60 -0.01 0.13

***

Calculated M in order - 136.24; 292.34 g mol⁻¹
Calculated Kohn-Sham gap in order - 0.3646; 0.1843 Ha
Calculated E_LUMO in order - 0.0346; -0.0811 hartree